No. 1
A molecular structure, C26H19BrF5N3OPtSSe. Source: the Open Molecules 2025 dataset; level of theory: wB97M-V/def2-TZVPD.

Output
energy relative to the best compared isomer or geometry (same formula, charge and spin): 23.47 kcal per mole
charge: +2
Kohn-Sham gap: 4.57 eV
LUMO: -8.6 eV
E_HOMO: -0.4844 hartree

The geometry in XYZ format:
```
58
Properties=species:S:1:pos:R:3:forces:R:3:lowdin_charge:R:1
Pt -0.375773 0.332719 -1.582257 -0.35 0.29 0.12 0.693
F 4.368846 0.110063 3.893013 0.01 0.00 0.03 0.205
C 3.836410 0.114170 2.699313 -0.02 0.00 -0.02 -0.107
C 2.537056 0.586143 2.527759 0.06 -0.01 0.04 -0.133
F 1.853283 1.026710 3.569853 0.00 0.00 -0.01 0.167
C 1.971959 0.582801 1.272909 0.02 0.00 -0.14 -0.220
F 0.727981 1.031863 1.160850 -0.03 0.02 0.01 0.088
C 2.664287 0.092765 0.150900 0.24 -0.19 0.37 -0.471
S 2.023431 -0.071811 -1.435493 -0.34 -0.31 -0.40 0.787
C 3.978053 -0.376622 0.366601 -0.13 0.04 -0.02 -0.235
F 4.662513 -0.880982 -0.643961 0.01 -0.05 -0.02 0.131
C 4.565027 -0.362075 1.614165 -0.01 0.04 0.05 -0.134
F 5.787553 -0.821302 1.793995 0.00 0.00 -0.01 0.177
O 0.086332 0.907472 -4.227142 0.03 0.02 0.02 -0.108
C -0.501649 2.172356 -4.439047 -0.04 -0.03 0.01 -0.174
C -0.755482 2.924075 -3.152957 0.06 0.03 -0.05 -0.210
C -1.122172 4.260685 -3.287966 0.04 0.03 0.02 0.012
C -1.351035 5.038719 -2.175622 0.00 -0.01 -0.01 -0.003
C -1.190994 4.464371 -0.919071 0.00 0.00 -0.01 -0.020
C -0.843690 3.140142 -0.846896 0.10 0.01 0.08 -0.133
N -0.634492 2.371086 -1.939487 -0.30 -0.19 -0.08 -0.058
H 0.046667 0.410863 -5.051441 0.00 0.00 -0.01 0.111
H -1.456464 2.086692 -4.967607 -0.01 -0.03 0.02 0.147
H 0.158185 2.799954 -5.045273 -0.03 0.02 -0.02 0.140
H -1.218137 4.674564 -4.283245 0.01 0.00 0.00 0.137
H -1.640651 6.075517 -2.279069 0.00 0.00 0.00 0.130
H -1.343911 5.029244 -0.011146 0.01 0.00 0.00 0.125
H -0.726938 2.647763 0.107591 -0.01 0.00 -0.02 0.104
Br -6.970419 -0.647183 -2.146860 0.02 0.00 0.01 0.801
C -5.117370 -0.395136 -1.931675 0.00 0.01 -0.01 -0.694
C -4.644239 0.755166 -1.318008 -0.03 -0.06 0.04 -0.112
C -3.277175 0.947949 -1.177469 0.03 -0.09 0.08 -0.116
C -2.362152 0.005057 -1.647877 -0.06 0.24 -0.17 -0.355
C -2.864340 -1.158181 -2.239302 0.04 0.04 -0.04 -0.149
C -4.230704 -1.356746 -2.388037 -0.03 -0.01 0.04 -0.117
H -5.340296 1.499136 -0.954899 0.00 0.00 0.00 0.110
H -2.944452 1.848780 -0.679188 -0.02 0.02 -0.06 0.081
H -2.204305 -1.924167 -2.628235 0.00 0.03 -0.06 0.060
H -4.600976 -2.254321 -2.864410 0.00 0.00 0.01 0.111
C -1.290937 -1.486368 1.615713 0.00 0.03 -0.01 0.039
N 0.068055 -2.027025 1.532221 0.04 0.04 -0.04 -0.023
C 0.786804 -2.268611 0.436361 -0.22 -0.14 0.18 -0.563
Se 0.374922 -1.902060 -1.387008 0.95 0.28 0.18 0.953
N 1.946985 -2.841445 0.787354 -0.07 -0.11 -0.10 0.157
C 2.003800 -2.965540 2.166632 0.01 0.04 0.01 -0.163
C 2.991984 -3.449693 3.020319 0.01 0.00 0.00 0.019
C 2.709203 -3.386287 4.367416 0.00 -0.01 -0.01 -0.027
C 1.492996 -2.863845 4.850121 -0.02 0.00 -0.01 -0.024
C 0.515875 -2.387542 4.003448 -0.01 -0.01 0.02 0.029
C 0.802013 -2.446883 2.641022 0.02 0.02 -0.01 -0.145
H -1.562311 -1.030353 0.667428 -0.01 -0.01 -0.01 0.048
H -1.314055 -0.730392 2.397359 0.01 0.00 0.00 0.111
H -1.981309 -2.292634 1.856652 0.00 0.00 0.01 0.123
H 2.640754 -3.161917 0.125969 0.01 0.00 0.02 0.183
H 3.923320 -3.858024 2.651053 -0.01 0.00 0.00 0.133
H 3.437404 -3.754590 5.076863 0.00 0.01 0.00 0.127
H 1.322344 -2.841301 5.917479 0.00 0.00 0.00 0.126
H -0.417601 -1.993767 4.380311 0.00 0.00 0.00 0.129
```
Forces are in eV/Å.


No. 2
A molecular structure, C26H19IrN7OS3. Source: the Open Molecules 2025 dataset; level of theory: wB97M-V/def2-TZVPD.

Output
energy relative to the best compared isomer or geometry (same formula, charge and spin): 6.64 kcal per mole
charge: -2
Kohn-Sham gap (alpha / beta): 5.47 / 5.78 eV
LUMO (alpha / beta): 4.1 / 4.1 eV
⟨S²⟩: 0.76
E_HOMO (alpha / beta): -0.0499 / -0.0613 hartree
2S+1: 2

The geometry in XYZ format:
```
57
Properties=species:S:1:pos:R:3:forces:R:3:lowdin_charge:R:1
Ir 0.740550 1.045894 -3.004047 0.01 -0.04 0.44 0.846
N -0.759034 -3.911251 3.367708 -0.27 -0.15 0.21 0.166
C -0.955931 -5.007307 4.173045 -0.01 0.08 -0.21 -0.194
C -0.339455 -5.450599 5.336431 0.00 -0.02 0.07 -0.032
C -0.810683 -6.629878 5.887635 0.03 0.04 0.00 -0.126
C -1.860501 -7.344038 5.293644 -0.03 -0.02 -0.02 -0.126
C -2.460536 -6.903481 4.127589 -0.01 -0.01 0.00 -0.036
C -1.997747 -5.721264 3.553740 0.01 -0.03 -0.03 -0.243
N -2.400829 -5.080895 2.396500 -0.18 0.02 0.05 0.168
C -1.646830 -4.015434 2.325967 0.12 -0.22 0.20 -0.277
C -1.628226 -2.975882 1.299075 -0.13 0.23 -0.11 -0.357
C -1.500185 -1.648746 1.587249 0.21 -0.09 0.01 -0.389
S -1.185451 -0.772571 0.168942 -0.14 0.01 -0.43 1.002
C -1.327752 -2.234234 -0.739369 0.04 0.13 0.13 -0.433
N -1.576569 -3.295336 -0.034022 0.20 -0.08 0.00 0.045
H 0.031641 -3.283303 3.362526 0.29 0.17 -0.21 0.088
H 0.474694 -4.902281 5.792640 0.00 0.01 -0.01 0.104
H -0.357353 -7.010005 6.794594 0.01 0.00 0.01 0.087
H -2.200304 -8.262483 5.756520 0.00 -0.01 0.00 0.085
H -3.264085 -7.455740 3.657504 0.00 -0.01 0.00 0.101
H -1.488828 -1.174911 2.555033 0.01 -0.06 0.01 0.074
H -1.170219 -2.234081 -1.810754 -0.06 0.15 0.03 0.062
C 2.479279 4.253178 0.055638 0.01 0.02 -0.01 -0.150
C 2.281521 3.359175 -1.142509 -0.03 -0.04 -0.02 -0.771
S 0.794287 2.425679 -1.150966 0.12 -0.02 -0.06 0.542
C 3.137311 3.235474 -2.161188 0.04 0.06 0.06 -0.805
C 4.438725 3.977140 -2.267918 0.01 -0.01 0.00 -0.149
S 2.767040 2.137335 -3.480861 -0.14 -0.05 -0.03 0.478
H 1.620473 4.181502 0.723580 -0.01 0.00 0.00 0.045
H 2.586750 5.303526 -0.232584 0.01 -0.01 0.00 0.066
H 3.366904 3.970318 0.627990 0.01 0.00 0.01 0.071
H 4.594712 4.644475 -1.418302 0.00 0.00 0.00 0.055
H 4.474480 4.574661 -3.184079 0.00 0.00 0.00 0.060
H 5.278196 3.277654 -2.310118 0.01 0.00 0.00 0.065
O -0.395926 -0.252316 -3.421610 -0.09 -0.26 -0.07 -0.657
N 1.825933 -0.462665 -1.743145 0.00 0.01 0.00 0.030
C 2.343654 -0.999670 -0.864507 -0.07 0.06 -0.08 -0.182
C 2.976488 -1.649367 0.204382 0.36 -0.07 0.24 -0.278
C 4.388638 -1.680330 0.277139 0.01 -0.01 -0.11 -0.272
N 5.543523 -1.708828 0.333547 -0.03 -0.04 0.04 0.086
C 2.227252 -2.095831 1.305398 -0.36 0.30 -0.23 -0.223
N 1.532994 -2.401189 2.179520 0.13 -0.21 0.28 0.140
C -0.338920 2.325472 -4.234994 0.04 0.14 0.03 -0.360
C -1.253725 3.223509 -3.488112 -0.03 0.04 -0.18 -0.336
C -0.834359 4.497787 -3.080092 -0.06 -0.03 -0.06 -0.074
C -1.685834 5.354420 -2.416373 0.01 -0.03 0.02 -0.045
C -2.989932 4.949093 -2.119083 -0.04 0.05 0.03 -0.264
C -3.416975 3.673169 -2.489372 0.03 -0.01 -0.03 -0.044
C -2.558145 2.830532 -3.169206 0.03 0.02 0.06 -0.040
C -3.888309 5.843619 -1.449712 0.00 -0.01 0.00 -0.217
N -4.616524 6.567207 -0.925545 0.01 0.00 0.00 0.107
H 0.375269 2.913730 -4.813794 -0.01 0.01 0.00 0.024
H -0.905352 1.678926 -4.904924 -0.04 0.00 -0.02 0.039
H 0.187393 4.794631 -3.286001 0.00 0.00 0.00 0.114
H -1.348564 6.335683 -2.106980 -0.01 0.01 0.00 0.109
H -4.423034 3.355421 -2.245577 0.00 0.00 0.00 0.108
H -2.881591 1.834705 -3.447793 0.01 -0.01 0.00 0.113
```
Forces are in eV/Å.


No. 3
A molecular structure, C26H19N2O4PPdSe2. Source: the Open Molecules 2025 dataset; level of theory: wB97M-V/def2-TZVPD.

Output
energy relative to the best compared isomer or geometry (same formula, charge and spin): 0.00 kcal per mole
charge: 0
Kohn-Sham gap: 7.96 eV
LUMO: -0.6 eV
E_HOMO: -0.3137 hartree

The geometry in XYZ format:
```
55
Properties=species:S:1:pos:R:3:forces:R:3:lowdin_charge:R:1
Pd 0.491872 -0.031723 -0.085959 0.11 0.15 -0.11 0.360
Se -0.338386 1.172700 1.834715 0.05 -0.04 -0.06 0.424
P 1.669630 0.950285 2.634828 0.03 0.01 -0.01 0.195
Se 2.487912 -0.492247 1.223874 -0.10 -0.02 0.01 0.352
C 1.695265 0.384394 4.344862 -0.01 0.00 0.00 -0.410
C 1.842387 -0.966329 4.638826 -0.01 -0.01 0.01 -0.097
C 1.789905 -1.392273 5.958171 0.00 0.00 0.00 -0.070
C 1.580359 -0.474724 6.976428 0.00 0.00 0.00 -0.072
C 1.423278 0.874278 6.682732 0.00 0.00 0.00 -0.070
C 1.482376 1.307211 5.369217 0.00 -0.01 0.00 -0.087
C 2.609575 2.492674 2.626946 -0.01 -0.01 0.00 -0.413
C 2.195733 3.569478 1.851232 0.00 0.00 0.01 -0.097
C 2.971697 4.718384 1.800539 0.00 0.01 0.00 -0.069
C 4.156275 4.790356 2.517852 -0.01 0.00 -0.01 -0.074
C 4.572742 3.712889 3.289474 0.00 -0.01 0.00 -0.073
C 3.802620 2.563614 3.345560 0.01 0.01 0.00 -0.090
H 1.993434 -1.676788 3.835889 0.01 0.00 0.00 0.070
H 1.908598 -2.442568 6.188678 0.00 0.00 0.00 0.108
H 1.536644 -0.810131 8.004414 0.00 0.00 0.00 0.107
H 1.256188 1.588280 7.478183 0.00 0.00 0.00 0.107
H 1.366364 2.359644 5.139742 0.00 0.00 0.00 0.114
H 1.269639 3.504933 1.294345 0.00 0.00 0.00 0.070
H 2.647970 5.557718 1.199572 0.00 0.00 0.00 0.108
H 4.758555 5.688611 2.477149 0.00 0.00 0.00 0.106
H 5.497579 3.768731 3.848240 0.00 0.00 0.00 0.107
H 4.127893 1.724206 3.948238 0.00 0.00 0.00 0.113
N 1.108816 -1.117966 -1.721005 0.04 -0.08 0.13 0.099
C 1.144600 -1.759124 -2.666980 -0.02 0.03 -0.03 -0.067
C 1.153006 -2.547296 -3.863893 -0.03 0.03 -0.02 -0.203
C 2.260883 -3.332283 -4.177043 0.02 0.01 0.00 -0.028
C 2.244228 -4.083319 -5.338511 0.00 0.00 0.00 -0.073
C 1.132839 -4.046911 -6.171494 0.00 0.00 0.00 -0.070
C 0.033383 -3.262905 -5.849460 0.00 0.00 0.00 -0.058
C 0.030976 -2.503918 -4.690792 0.00 -0.03 0.01 -0.004
H 3.117699 -3.347754 -3.517086 0.00 0.00 0.00 0.120
H 3.096837 -4.697250 -5.594778 0.00 0.00 0.00 0.107
H 1.124793 -4.636884 -7.078753 0.00 0.00 0.00 0.107
H -0.828980 -3.243113 -6.501870 0.00 0.00 0.00 0.110
H -0.813464 -1.892892 -4.399282 0.00 0.02 0.00 0.099
O -1.890078 -0.889706 -2.726468 0.02 -0.04 0.00 0.037
C -1.919577 -0.324628 -1.641631 -0.02 0.03 -0.02 -0.610
O -1.092518 0.589574 -1.245227 -0.06 -0.04 0.07 -0.228
C -3.025649 -0.672963 -0.665871 0.00 -0.01 0.00 -0.125
C -3.672662 -1.898766 -0.774251 -0.01 0.00 0.00 0.002
C -4.668073 -2.247386 0.121811 -0.01 0.00 0.00 0.010
C -5.012664 -1.338287 1.106975 -0.03 0.02 -0.04 -0.144
C -4.401998 -0.103030 1.226395 -0.01 0.01 0.01 0.012
C -3.395794 0.220901 0.332212 0.00 -0.01 0.01 -0.041
N -6.073867 -1.699920 2.065604 0.12 -0.08 0.14 -0.354
O -6.361037 -0.889698 2.924381 -0.04 0.03 -0.06 0.072
O -6.582637 -2.798271 1.958780 -0.04 0.04 -0.05 0.071
H -3.383059 -2.570366 -1.570733 0.00 0.00 0.00 0.120
H -5.177606 -3.197641 0.069306 0.00 0.00 0.00 0.118
H -4.712908 0.575414 2.006457 0.00 0.00 0.00 0.120
H -2.893288 1.176601 0.392170 -0.01 0.00 -0.01 0.085
```
Forces are in eV/Å.


No. 4
A molecular structure, C26H19N2O7PRuS. Source: the Open Molecules 2025 dataset; level of theory: wB97M-V/def2-TZVPD.

Output
energy relative to the best compared isomer or geometry (same formula, charge and spin): 93.56 kcal per mole
charge: +1
Kohn-Sham gap (alpha / beta): 6.63 / 8.33 eV
LUMO (alpha / beta): -3.2 / -3.5 eV
⟨S²⟩: 0.77
E_HOMO (alpha / beta): -0.3602 / -0.4364 hartree
2S+1: 2

The geometry in XYZ format:
```
57
Properties=species:S:1:pos:R:3:forces:R:3:lowdin_charge:R:1
Ru -0.408406 -0.893973 -0.476502 0.39 0.36 0.08 0.967
O -0.324445 3.699507 -1.980523 0.05 -0.12 0.00 0.129
C -0.723920 2.488880 -1.569704 0.06 -0.02 0.20 -0.445
O -1.267606 1.699002 -2.287213 0.02 0.18 -0.19 0.094
C -0.476882 2.279986 -0.100048 0.17 -0.05 0.11 -0.145
C -0.149223 3.376829 0.660629 -0.03 0.07 0.07 0.023
C 0.000559 3.259015 2.056747 -0.02 -0.04 -0.07 -0.013
C -0.268292 2.061892 2.642649 0.02 0.08 0.04 0.005
C -0.623438 0.978091 1.811523 -0.03 -0.21 -0.01 -0.253
N -0.625335 1.039967 0.438965 -0.04 0.12 -0.24 0.041
C -1.103166 -0.247428 2.263381 -0.32 0.17 -0.24 -0.220
O 0.020348 -0.640047 3.757810 0.07 0.00 0.14 0.021
O -1.715334 -1.220971 1.996219 0.03 -0.14 -0.04 0.128
H -0.547395 3.770126 -2.921464 -0.01 0.00 0.00 0.147
H -0.033446 4.331291 0.173871 0.02 0.00 0.01 0.123
H 0.269447 4.118948 2.653547 0.00 0.01 -0.01 0.122
H -0.263984 1.935123 3.714522 -0.02 -0.02 0.00 0.126
O 1.754840 -2.091775 -3.512734 -0.08 -0.08 -0.01 -0.227
S 1.415149 -1.922381 -2.145998 0.13 0.16 -0.04 0.535
O 1.176721 -0.490555 -1.723085 -0.09 -0.07 -0.05 -0.417
O 0.208737 -2.639551 -1.634410 -0.15 0.06 0.10 -0.416
C 2.748819 -2.519757 -1.156759 0.04 -0.01 0.01 -0.264
C 3.822547 -3.103478 -1.810855 0.00 0.01 -0.01 -0.029
C 4.848284 -3.668882 -1.068766 0.00 0.00 0.01 -0.036
C 4.782307 -3.665770 0.315863 -0.01 0.00 -0.01 -0.040
C 3.702266 -3.080759 0.960035 0.02 0.00 0.01 -0.077
C 2.676733 -2.480102 0.237032 -0.03 -0.05 0.03 -0.311
P 1.239174 -1.758719 1.114784 0.29 0.00 0.12 1.093
C 2.040980 -0.697629 2.380013 -0.02 0.01 0.01 -0.258
C 3.339676 -0.218122 2.210778 -0.02 0.04 -0.03 -0.055
C 3.943901 0.585104 3.167554 0.02 -0.01 -0.02 -0.046
C 3.269188 0.914141 4.330993 -0.05 0.01 0.03 -0.041
C 1.968568 0.468174 4.518856 0.08 0.03 -0.03 -0.003
C 1.377153 -0.306998 3.543769 -0.07 -0.10 0.06 -0.303
C 0.663852 -3.194492 2.086230 -0.05 0.03 -0.05 -0.350
C -0.269012 -4.036068 1.481747 -0.02 0.03 0.00 -0.081
C -0.734631 -5.155519 2.151905 0.00 0.00 0.01 -0.048
C -0.285034 -5.439024 3.434544 0.00 0.00 0.00 -0.056
C 0.647670 -4.611129 4.041109 0.01 0.00 -0.02 -0.056
C 1.130081 -3.496309 3.366313 0.04 -0.03 -0.01 -0.107
H 3.836079 -3.118254 -2.891477 0.01 0.00 0.00 0.121
H 5.688562 -4.124780 -1.574092 0.00 0.00 0.00 0.119
H 5.569250 -4.124703 0.899076 0.00 0.00 0.00 0.117
H 3.661784 -3.094149 2.042170 0.00 0.01 0.00 0.112
H 3.889726 -0.476294 1.316589 0.00 0.01 0.00 0.112
H 4.950141 0.944923 3.001932 0.00 0.00 0.00 0.117
H 3.744091 1.522810 5.088144 0.00 0.00 0.00 0.118
H 1.405421 0.720246 5.407636 -0.01 -0.01 0.00 0.133
H -0.092132 -1.606904 3.847743 0.03 -0.01 -0.05 0.126
H -0.628293 -3.814881 0.483493 0.00 -0.01 0.00 0.093
H -1.457090 -5.804172 1.675133 0.00 0.00 0.00 0.116
H -0.657883 -6.308304 3.959268 0.00 0.00 0.00 0.114
H 1.011956 -4.837012 5.034497 0.00 0.00 0.00 0.114
H 1.888498 -2.879865 3.837317 -0.01 0.01 0.01 0.112
N -2.415865 -0.744582 -2.836599 0.13 -0.45 0.20 0.177
C -1.663479 -0.633399 -1.945108 -0.39 -0.19 0.21 -0.171
H -2.880518 -1.542918 -3.240650 -0.15 0.25 -0.29 0.113
```
Forces are in eV/Å.